# CH4O3

A cluster of 2 separate species, CH4O3 in total in a non-equilibrium geometry (ωB97M-V/def2-TZVPD, the Open Molecules 2025 dataset).

Last column: Mulliken charge in e.
Positions of all 8 atoms, in Å:
C 0.00 0.14 0.46  -0.040
O -1.99 0.19 -0.16  -0.701
O 1.55 0.21 -1.22  -0.305
O 0.75 0.92 -0.28  -0.096
H -0.34 0.64 1.35  0.207
H 0.15 -0.93 0.45  0.333
H -2.00 -0.58 -0.74  0.262
H 2.26 0.84 -1.41  0.340

Results
Net charge ... 0
HOMO level (alpha / beta) ... -0.351 / -0.351 hartree
F_max ... 3.5 eV Å⁻¹
LUMO level (alpha / beta) ... 0.372 / 0.371 eV

***

# C3H8N4

The molecule C3H8N4 (ωB97M-V/def2-TZVPD, the Open Molecules 2025 dataset).

Last column: Mulliken charge in e.
Positions of all 15 atoms, in Å:
C 1.98 -0.27 0.26  -0.709
N 0.82 0.42 -0.28  0.222
N -1.33 0.96 -0.70  -0.096
C -0.64 -0.46 -0.37  -0.154
C -1.11 -1.15 0.71  -0.954
N 0.58 1.60 0.23  -0.222
N -0.59 2.05 0.04  -0.505
H -1.27 1.15 -1.70  0.346
H -2.30 0.95 -0.38  0.381
H -0.54 -1.00 -1.31  0.270
H 2.78 0.45 0.42  0.301
H 1.74 -0.78 1.20  0.311
H 2.31 -1.02 -0.47  0.257
H -1.22 -0.68 1.68  0.289
H -1.21 -2.22 0.65  0.264

Results
Net charge ... 0
HOMO level ... -0.259 hartree
F_max ... 0.7 eV Å⁻¹
LUMO level ... 0.762 eV

***

# C6H13NO3

The molecule C6H13NO3 in a non-equilibrium geometry (ωB97M-V/def2-TZVPD, the Open Molecules 2025 dataset).

Last column: Mulliken charge in e.
Positions of all 23 atoms, in Å:
C 0.01 0.36 -0.08  1.899
C -1.52 0.70 -0.20  -0.663
C 0.21 -1.17 0.13  -0.737
C 0.70 0.81 -1.39  -1.824
C 0.59 1.16 1.10  -1.786
C 1.57 -1.69 0.52  0.307
N -2.26 -0.18 -1.08  -0.619
O -2.20 0.69 1.03  -0.581
O 2.61 -0.98 0.08  -0.394
O 1.76 -2.74 1.12  -0.612
H -1.90 -0.07 1.55  0.385
H 3.39 -1.49 0.38  0.345
H -1.62 1.72 -0.60  0.545
H -3.19 0.23 -1.20  0.281
H -2.44 -1.05 -0.59  0.268
H -0.46 -1.50 0.93  0.296
H -0.08 -1.71 -0.77  0.411
H 0.41 0.17 -2.23  0.411
H 0.42 1.84 -1.64  0.445
H 1.79 0.79 -1.31  0.385
H 1.68 1.15 1.11  0.423
H 0.25 0.75 2.06  0.384
H 0.27 2.21 1.06  0.432

Results
Net charge ... 0
HOMO level ... -0.357 hartree
F_max ... 1.4 eV Å⁻¹
LUMO level ... 0.601 eV
SMILES ... CC(C)(CC(=O)O)[C@@H](N)O

***

# C9H17B2F2N2O5

A cluster of 2 separate species, C9H17B2F2N2O5 in total (ωB97M-V/def2-TZVPD, the Open Molecules 2025 dataset).

Last column: Mulliken charge in e.
Positions of all 37 atoms, in Å:
C -1.14 -0.08 -1.58  -0.840
C -0.86 -1.53 -1.15  -0.543
C 0.61 -1.86 -0.84  -0.802
C 0.88 -2.10 0.63  -0.702
N 0.80 -0.82 1.40  -0.116
B 1.74 -0.92 2.50  0.082
N 2.72 0.14 2.81  -0.027
C 4.08 -0.36 2.51  -0.951
C 2.66 0.75 4.09  0.490
C 2.11 -0.03 5.27  -1.022
O 3.05 1.88 4.27  -0.547
H -1.72 0.45 -0.83  0.293
H -1.71 -0.07 -2.50  0.084
H -0.23 0.48 -1.75  0.285
H -1.18 -2.19 -1.96  0.396
H -1.47 -1.79 -0.29  0.349
H 0.94 -2.74 -1.39  0.368
H 1.25 -1.03 -1.15  0.385
H 0.17 -2.83 1.04  0.335
H 1.88 -2.52 0.75  0.434
H -0.14 -0.73 1.78  0.245
H 1.79 -1.94 3.16  -0.105
H 4.57 0.27 1.77  0.256
H 4.70 -0.41 3.40  0.364
H 4.03 -1.37 2.10  0.336
H 1.10 0.31 5.48  0.300
H 2.74 0.20 6.12  0.339
H 2.10 -1.10 5.11  0.323
B -4.84 3.19 -4.85  0.505
O -4.84 1.69 -4.85  -0.422
C -3.68 1.24 -4.44  0.612
O -3.36 0.08 -4.32  -0.630
C -2.78 2.46 -4.11  0.630
O -1.65 2.40 -3.71  -0.601
O -3.47 3.55 -4.36  -0.416
F -5.81 3.67 -3.98  -0.344
F -5.04 3.67 -6.13  -0.342

Results
Net charge ... -1
HOMO level ... -0.232 hartree
F_max ... 1.0 eV Å⁻¹
LUMO level ... 2.058 eV

***

# C3H8NO

A cluster of 2 separate species, C3H8NO in total in a non-equilibrium geometry (ωB97M-V/def2-TZVPD, the Open Molecules 2025 dataset).

Last column: Mulliken charge in e.
Positions of all 13 atoms, in Å:
C 1.62 1.04 -0.79  -0.026
N 1.41 0.49 -1.92  -0.183
H 1.27 2.02 -0.50  0.320
H 2.29 0.52 -0.15  0.262
H 1.70 -0.48 -2.01  0.297
H 0.63 0.70 -2.53  0.300
O 0.00 -0.40 0.35  -0.472
C -0.78 -0.88 1.14  0.190
C -2.15 -0.37 1.36  -0.954
H -0.57 -1.83 1.63  0.341
H -2.42 -0.22 2.41  0.334
H -2.90 -1.15 1.19  0.296
H -2.32 0.56 0.84  0.295

Results
Net charge ... +1
HOMO level ... -0.523 hartree
F_max ... 1.3 eV Å⁻¹
LUMO level ... -5.045 eV